# 1
{
  "formula": "C5H8AgO3",
  "method": "ωB97M-V/def2-TZVPD",
  "species": ["C", "C", "H", "H", "H", "H", "O", "C", "O", "Ag", "O", "C", "C", "H", "H", "H", "H"],
  "positions_angstrom": [[-2.89840, 1.35478, -0.32906], [-4.08067, 1.73288, 0.28824], [-2.98863, 0.68964, -1.19580], [-2.09461, 0.99156, 0.32305], [-5.00493, 1.83989, -0.28376], [-4.07679, 2.17679, 1.28627], [-0.09364, 1.04442, -5.11503], [0.27363, 1.61251, -4.05775], [1.44257, 1.61426, -3.60308], [2.13072, 0.48278, -5.54416], [-0.72272, 2.18108, -3.33525], [-0.43528, 2.61259, -2.00654], [-1.70921, 3.03402, -1.35296], [0.28848, 3.44623, -2.04504], [0.04588, 1.79410, -1.44724], [-1.57258, 3.67723, -0.47860], [-2.47909, 3.42560, -2.02502]],
  "forces_ev_per_angstrom": [[-0.490, -1.239, 0.452], [0.726, 0.764, -0.561], [0.069, 0.699, -0.134], [0.028, 0.712, -0.184], [0.259, -0.150, 0.176], [-0.010, -0.265, -0.229], [0.344, 0.159, -0.404], [-0.668, -0.462, 0.581], [0.529, 0.157, -0.079], [-0.442, 0.197, 0.307], [-0.061, -0.151, -0.291], [0.246, -0.233, 0.191], [-0.465, 0.486, 0.199], [-0.199, -0.186, 0.067], [-0.015, 0.202, -0.156], [-0.046, -0.380, -0.109], [0.194, -0.309, 0.173]],
  "charge": 0,
  "molar_mass_g_mol": 223.984,
  "orbital_gap_ha": [0.2133, 0.2911],
  "spin_multiplicity": 2,
  "e_above_lowest_kj_mol": 118.5,
  "lumo_energy_ev": [-1.48, -1.48]
}

=====

# 2
{
  "formula": "C5H9N3O3",
  "method": "ωB97M-V/def2-TZVPD",
  "species": ["C", "C", "C", "C", "C", "N", "N", "N", "O", "O", "O", "H", "H", "H", "H", "H", "H", "H", "H", "H"],
  "positions_angstrom": [[-0.59407, 2.09549, 0.49515], [0.04754, 1.87206, -0.71369], [-0.19189, -0.15364, 0.45449], [0.79200, -0.14670, -1.88330], [0.46462, -1.34495, 1.01860], [-0.38900, 0.99389, 1.26543], [0.32738, 0.46894, -0.73450], [-1.76446, -0.74879, 0.05667], [-2.65685, 0.00878, 0.31722], [-1.73904, -1.79109, -0.50579], [1.75272, -1.01439, 1.49502], [-0.76945, 3.03532, 1.08076], [0.05146, 2.58122, -1.50630], [0.45006, -1.19015, -1.89648], [0.53484, 0.33972, -2.72699], [1.86610, -0.29542, -2.03611], [0.46381, -1.96393, 0.10331], [-0.07426, -1.87715, 1.82453], [-0.84184, 0.99319, 2.18783], [2.27033, -1.86239, 1.70414]],
  "forces_ev_per_angstrom": [[2.542, 2.181, -1.107], [-2.536, -0.531, 2.945], [-0.693, 3.051, 0.218], [1.747, -3.883, 0.861], [0.812, -1.363, -0.378], [-0.941, -1.634, 1.569], [-0.229, 1.731, 1.630], [2.675, 2.149, 1.561], [-1.328, -0.446, -0.301], [-1.357, -1.999, -1.445], [1.365, -1.553, 0.268], [-0.123, -0.871, -1.286], [0.467, -0.208, -0.777], [-0.410, 0.248, -0.412], [-1.570, 1.586, -2.813], [0.479, 0.442, 0.840], [0.429, -0.570, 0.675], [-0.387, 0.497, -0.574], [0.385, -0.697, -0.913], [-1.327, 1.868, -0.561]],
  "smiles": "CN1C=CN[C@@]1(CO)[N+](=O)[O-]",
  "charge": 0,
  "molar_mass_g_mol": 159.145,
  "orbital_gap_ha": 0.2856,
  "e_above_lowest_kj_mol": 466.4,
  "lumo_energy_ev": 0.57
}

=====

# 3
{
  "formula": "C35H78FO7",
  "method": "ωB97M-V/def2-TZVPD",
  "species": ["C", "C", "C", "C", "C", "C", "C", "C", "C", "C", "C", "C", "C", "C", "C", "C", "C", "O", "C", "C", "C", "O", "F", "H", "H", "H", "H", "H", "H", "H", "H", "H", "H", "H", "H", "H", "H", "H", "H", "H", "H", "H", "H", "H", "H", "H", "H", "H", "H", "H", "H", "H", "H", "H", "H", "H", "H", "H", "H", "H", "H", "C", "C", "C", "O", "H", "H", "H", "H", "H", "H", "H", "H", "C", "C", "C", "O", "H", "H", "H", "H", "H", "H", "H", "H", "C", "C", "C", "O", "H", "H", "H", "H", "H", "H", "H", "H", "C", "C", "C", "O", "H", "H", "H", "H", "H", "H", "H", "H", "C", "C", "C", "O", "H", "H", "H", "H", "H", "H", "H", "H"],
  "positions_angstrom": [[3.13776, -2.52049, 1.96200], [3.21992, -0.94894, 1.65390], [3.99887, -0.56164, 0.30841], [5.56981, -0.82853, 0.52317], [3.66033, 0.94773, -0.22413], [4.10117, 2.03208, 0.89235], [3.60589, 3.51512, 0.49362], [2.04053, 3.63567, 0.85147], [1.17719, 4.45081, -0.21890], [-0.40389, 4.48800, 0.16069], [-1.10589, 3.03601, -0.04450], [-2.46968, 2.92411, 0.84760], [-3.65818, 3.45887, -0.08962], [-5.13453, 3.19300, 0.47390], [-5.52486, 1.63484, 0.59281], [-7.12219, 1.47626, 0.84967], [-7.82009, 0.40272, -0.11614], [-7.04041, -0.82990, -0.15654], [-6.60286, -1.10610, -1.50882], [4.52080, 1.09848, -1.58838], [5.91927, 1.85766, -1.43945], [7.01843, 1.23777, -1.40848], [6.05852, 3.30338, -1.37630], [2.65898, -2.63650, 3.00731], [2.48543, -3.00125, 1.15902], [4.17189, -3.02426, 2.04228], [3.77348, -0.41699, 2.52226], [2.15217, -0.50816, 1.67615], [3.63517, -1.30064, -0.50311], [6.02222, -0.99142, -0.52821], [6.14041, 0.03360, 1.00805], [5.73202, -1.83944, 1.06432], [5.20220, 1.96991, 1.20124], [3.49402, 1.74984, 1.83880], [3.67987, 3.62693, -0.65369], [4.25039, 4.34896, 0.94865], [1.95366, 4.06088, 1.91676], [1.61658, 2.56313, 0.91235], [1.54744, 5.54520, -0.27070], [1.28263, 4.05384, -1.29931], [-0.56270, 4.78818, 1.26548], [-0.98854, 5.23315, -0.49424], [-0.37461, 2.17631, 0.19593], [-1.40151, 2.94114, -1.15236], [-2.62438, 1.84481, 1.20902], [-2.31867, 3.57182, 1.77684], [-3.52916, 4.60604, -0.14524], [-3.57897, 3.01836, -1.13886], [-5.36980, 3.77249, 1.44700], [-5.86294, 3.63373, -0.31179], [-4.94321, 1.12569, 1.44990], [-5.29468, 1.14192, -0.41957], [-7.34107, 1.12592, 1.92804], [-7.67198, 2.49399, 0.71724], [-8.06663, 0.78878, -1.16075], [-8.82748, 0.11720, 0.37128], [-5.89408, -0.29270, -1.90766], [-6.06157, -2.12439, -1.47413], [-7.49754, -1.12923, -2.24310], [4.74555, 0.08183, -2.08534], [3.89464, 1.72232, -2.33734], [-8.85617, 5.85702, 3.45401], [-8.08980, 5.81916, 2.14176], [-8.10578, 7.17366, 1.45075], [-8.67224, 4.84121, 1.28195], [-9.90693, 6.11578, 3.28577], [-8.84587, 4.87419, 3.93332], [-8.42379, 6.58663, 4.14358], [-7.05647, 5.51437, 2.32832], [-9.13034, 7.47848, 1.21287], [-7.56138, 7.12789, 0.50372], [-7.65012, 7.94297, 2.07936], [-9.58688, 5.10181, 1.11083], [5.53082, -4.20003, -1.95762], [4.45612, -3.49437, -2.76944], [4.60445, -3.78437, -4.25487], [4.54423, -2.08997, -2.55046], [6.52912, -3.85894, -2.25069], [5.41928, -3.97321, -0.89354], [5.47883, -5.28430, -2.09195], [3.46770, -3.81576, -2.42885], [5.56929, -3.42956, -4.62656], [3.83281, -3.26146, -4.82726], [4.52520, -4.85594, -4.45814], [5.41598, -1.79492, -2.84855], [-10.70718, 1.33634, 3.69025], [-9.59604, 1.36106, 4.72786], [-9.64103, 0.12812, 5.61673], [-9.72483, 2.53163, 5.53331], [-11.69075, 1.32619, 4.17168], [-10.66939, 2.23347, 3.06623], [-10.62560, 0.45774, 3.04511], [-8.62620, 1.41713, 4.22616], [-10.58771, 0.07623, 6.16473], [-8.84433, 0.16478, 6.36440], [-9.52758, -0.78652, 5.02923], [-10.57957, 2.49273, 5.98221], [8.62952, -3.36406, -7.20384], [8.33708, -2.93345, -5.77494], [9.59399, -2.43705, -5.07790], [7.79577, -4.03552, -5.04890], [9.35110, -4.18747, -7.22346], [7.71988, -3.72894, -7.68858], [9.03077, -2.53467, -7.79192], [7.58151, -2.14292, -5.77664], [10.34896, -3.22858, -5.02417], [9.37123, -2.14192, -4.04922], [10.02401, -1.57991, -5.60225], [8.45633, -4.74075, -5.04105], [6.39298, -8.63394, 1.85099], [5.31819, -7.92721, 1.03942], [5.46557, -8.21751, -0.44589], [5.40684, -6.52254, 1.25843], [7.39112, -8.29341, 1.55703], [6.28191, -8.40710, 2.91470], [6.34073, -9.71779, 1.71695], [4.32993, -8.24793, 1.38028], [6.43165, -7.86258, -0.81944], [4.69440, -7.69444, -1.01754], [5.38568, -9.28889, -0.64900], [6.27784, -6.22855, 0.95988]],
  "forces_ev_per_angstrom": [[0.017, 0.743, 0.558], [0.402, 0.555, 0.470], [-0.284, 0.215, 0.198], [-0.122, -0.998, -1.046], [1.531, -0.783, 0.849], [-1.093, -0.564, -0.113], [-0.435, -0.597, -0.869], [0.131, -0.501, -0.030], [-0.570, 0.881, 0.288], [-0.001, -0.864, -0.089], [-0.070, 0.212, 0.345], [0.761, -0.085, -1.093], [-0.392, 0.459, 1.395], [-0.522, -0.047, -0.770], [-0.619, 0.601, 0.108], [-0.254, 0.015, -0.082], [-0.613, 0.069, 1.242], [-0.291, 1.001, -1.649], [0.174, -0.299, -0.345], [-0.544, 1.737, -0.385], [3.990, -2.733, -0.510], [-4.294, 2.970, 0.039], [-0.887, -2.418, -0.055], [0.514, -0.050, -1.678], [0.957, 0.347, 1.150], [-1.608, 0.765, -0.418], [-0.823, -0.925, -1.167], [1.568, -0.679, -0.319], [0.621, 1.161, 1.225], [-0.509, 0.387, 1.721], [-0.894, -1.290, -0.451], [-0.046, 1.644, -0.505], [-1.014, 0.477, -0.386], [1.068, 0.432, -1.281], [0.049, -0.149, 1.768], [-1.037, -1.146, -0.471], [-0.147, -0.265, -1.555], [0.818, 1.589, -0.257], [-0.488, -1.591, 0.144], [-0.021, 0.263, 1.824], [0.457, -0.340, -1.679], [1.009, -0.923, 0.973], [-1.111, 1.471, -0.313], [0.548, -0.004, 1.602], [0.082, 1.535, -0.703], [-0.476, -0.806, -1.219], [-0.154, -1.751, -0.218], [-0.044, 0.528, 1.415], [0.603, -1.043, -1.365], [1.022, -0.604, 1.214], [-0.857, 0.701, -1.592], [-0.051, 0.620, 1.654], [0.496, 0.573, -1.618], [0.980, -1.683, 0.221], [0.649, -0.383, 1.266], [1.359, 0.486, -0.801], [-0.842, -1.179, 0.657], [-0.907, 1.691, -0.190], [1.282, -0.212, 1.151], [-0.257, 1.847, 0.988], [1.096, -0.839, 1.012], [0.107, -0.231, 0.259], [-0.605, 0.378, 0.036], [0.254, 0.090, -0.192], [0.148, -0.262, -0.133], [0.070, 0.119, -0.070], [0.056, 0.090, -0.008], [-0.060, -0.031, -0.026], [-0.120, -0.155, -0.153], [-0.005, -0.026, 0.152], [0.025, -0.013, 0.120], [-0.052, -0.019, -0.052], [0.172, -0.004, 0.065], [0.024, -0.115, 0.354], [0.635, 0.123, -0.246], [-0.263, 0.056, -0.247], [-0.212, -0.163, -0.196], [-0.079, -0.039, -0.168], [-0.106, -0.029, -0.085], [0.034, 0.024, -0.001], [0.030, 0.241, 0.065], [-0.015, -0.179, 0.157], [-0.052, -0.082, 0.122], [0.065, 0.040, -0.040], [-0.099, -0.099, 0.092], [0.037, 0.127, -0.297], [-0.617, -0.215, 0.205], [0.258, -0.134, 0.109], [0.226, 0.238, 0.002], [0.069, -0.125, 0.068], [0.096, -0.097, 0.018], [-0.040, 0.052, 0.029], [-0.053, 0.191, 0.132], [-0.043, 0.009, -0.145], [-0.013, -0.004, -0.126], [-0.027, 0.037, 0.061], [0.149, -0.039, -0.103], [-0.224, 0.037, -0.242], [0.619, -0.364, -0.072], [-0.021, 0.236, 0.223], [-0.167, -0.008, 0.050], [0.072, 0.109, 0.080], [0.041, 0.101, 0.051], [0.001, -0.073, 0.015], [-0.067, -0.187, 0.118], [-0.035, 0.002, -0.153], [-0.031, 0.047, -0.126], [0.008, -0.056, 0.054], [-0.084, 0.160, 0.000], [-0.052, -0.153, 0.284], [0.674, 0.176, -0.251], [-0.244, -0.065, -0.208], [-0.241, -0.013, 0.140], [-0.070, -0.044, -0.125], [-0.061, -0.041, -0.096], [0.052, 0.045, 0.012], [0.035, 0.225, 0.026], [0.024, -0.078, 0.114], [0.018, -0.070, 0.095], [0.032, 0.050, -0.026], [-0.174, -0.012, 0.022]],
  "charge": -1,
  "molar_mass_g_mol": 630.000,
  "orbital_gap_ha": 0.1356,
  "lumo_energy_ev": 1.87
}

=====

# 4
{
  "formula": "C2H9N3O",
  "method": "ωB97M-V/def2-TZVPD",
  "species": ["C", "N", "N", "C", "H", "H", "H", "H", "H", "H", "N", "O", "H", "H", "H"],
  "positions_angstrom": [[0.56446, -0.38160, 0.29147], [1.87615, -0.44903, 0.87808], [-0.12909, -1.62476, 0.56049], [-0.21283, 0.86062, 0.57604], [1.77463, -0.52250, 1.88777], [2.30796, -1.31723, 0.57716], [0.21666, -2.35307, -0.05701], [-1.11116, -1.49183, 0.31797], [-1.11300, 0.74813, 1.17848], [0.40239, 1.71398, 0.85646], [-0.66030, 1.14957, -1.06862], [-1.95202, 0.72671, -1.55636], [-1.93903, 0.98641, -2.49586], [-0.64380, 2.17460, -1.06202], [0.61896, -0.22000, -0.88406]],
  "forces_ev_per_angstrom": [[1.145, -0.821, -2.701], [0.448, 0.545, 0.263], [-1.428, -0.015, 0.310], [-1.912, -0.197, -3.306], [0.061, -0.104, -0.039], [0.083, 0.152, 0.055], [-0.012, 0.108, 0.080], [0.078, -0.313, 0.020], [0.082, 0.062, 0.099], [-0.132, -0.063, -0.195], [1.077, 1.501, 1.882], [-0.205, 0.318, 0.837], [0.282, -0.254, 0.553], [-0.611, -0.073, -0.249], [1.044, -0.848, 2.391]],
  "smiles": "NC(N)CNO",
  "charge": 0,
  "molar_mass_g_mol": 91.114,
  "orbital_gap_ha": 0.3504,
  "e_above_lowest_kj_mol": 399.2,
  "lumo_energy_ev": 0.96
}

=====

Repeat the fourth record exactly.
{
  "formula": "C2H9N3O",
  "method": "ωB97M-V/def2-TZVPD",
  "species": ["C", "N", "N", "C", "H", "H", "H", "H", "H", "H", "N", "O", "H", "H", "H"],
  "positions_angstrom": [[0.56446, -0.38160, 0.29147], [1.87615, -0.44903, 0.87808], [-0.12909, -1.62476, 0.56049], [-0.21283, 0.86062, 0.57604], [1.77463, -0.52250, 1.88777], [2.30796, -1.31723, 0.57716], [0.21666, -2.35307, -0.05701], [-1.11116, -1.49183, 0.31797], [-1.11300, 0.74813, 1.17848], [0.40239, 1.71398, 0.85646], [-0.66030, 1.14957, -1.06862], [-1.95202, 0.72671, -1.55636], [-1.93903, 0.98641, -2.49586], [-0.64380, 2.17460, -1.06202], [0.61896, -0.22000, -0.88406]],
  "forces_ev_per_angstrom": [[1.145, -0.821, -2.701], [0.448, 0.545, 0.263], [-1.428, -0.015, 0.310], [-1.912, -0.197, -3.306], [0.061, -0.104, -0.039], [0.083, 0.152, 0.055], [-0.012, 0.108, 0.080], [0.078, -0.313, 0.020], [0.082, 0.062, 0.099], [-0.132, -0.063, -0.195], [1.077, 1.501, 1.882], [-0.205, 0.318, 0.837], [0.282, -0.254, 0.553], [-0.611, -0.073, -0.249], [1.044, -0.848, 2.391]],
  "smiles": "NC(N)CNO",
  "charge": 0,
  "molar_mass_g_mol": 91.114,
  "orbital_gap_ha": 0.3504,
  "e_above_lowest_kj_mol": 399.2,
  "lumo_energy_ev": 0.96
}

=====

Please write out number 1 again, unchanged.
{
  "formula": "C5H8AgO3",
  "method": "ωB97M-V/def2-TZVPD",
  "species": ["C", "C", "H", "H", "H", "H", "O", "C", "O", "Ag", "O", "C", "C", "H", "H", "H", "H"],
  "positions_angstrom": [[-2.89840, 1.35478, -0.32906], [-4.08067, 1.73288, 0.28824], [-2.98863, 0.68964, -1.19580], [-2.09461, 0.99156, 0.32305], [-5.00493, 1.83989, -0.28376], [-4.07679, 2.17679, 1.28627], [-0.09364, 1.04442, -5.11503], [0.27363, 1.61251, -4.05775], [1.44257, 1.61426, -3.60308], [2.13072, 0.48278, -5.54416], [-0.72272, 2.18108, -3.33525], [-0.43528, 2.61259, -2.00654], [-1.70921, 3.03402, -1.35296], [0.28848, 3.44623, -2.04504], [0.04588, 1.79410, -1.44724], [-1.57258, 3.67723, -0.47860], [-2.47909, 3.42560, -2.02502]],
  "forces_ev_per_angstrom": [[-0.490, -1.239, 0.452], [0.726, 0.764, -0.561], [0.069, 0.699, -0.134], [0.028, 0.712, -0.184], [0.259, -0.150, 0.176], [-0.010, -0.265, -0.229], [0.344, 0.159, -0.404], [-0.668, -0.462, 0.581], [0.529, 0.157, -0.079], [-0.442, 0.197, 0.307], [-0.061, -0.151, -0.291], [0.246, -0.233, 0.191], [-0.465, 0.486, 0.199], [-0.199, -0.186, 0.067], [-0.015, 0.202, -0.156], [-0.046, -0.380, -0.109], [0.194, -0.309, 0.173]],
  "charge": 0,
  "molar_mass_g_mol": 223.984,
  "orbital_gap_ha": [0.2133, 0.2911],
  "spin_multiplicity": 2,
  "e_above_lowest_kj_mol": 118.5,
  "lumo_energy_ev": [-1.48, -1.48]
}